{
  "formula": "C31H83Cl4O32P7",
  "method": "the ωB97M-V functional and the def2-TZVPD basis",
  "homo_lumo_gap_ev": 10.50,
  "e_tot_ev": -214133.94321,
  "lumo_energy_ev": 0.28,
  "smiles": "COP(=O)(OC)OC.COP(=O)(OC)OC.COP(=O)(OC)OC.COP(=O)(OC)OC.COP(=O)(OC)OC.COP(=O)(OC)OC.COP(=O)(OC)OC.CCOC(C)=O.CCOC(C)=O.ClCCl.ClCCl",
  "e_homo_ev": -10.228,
  "de_lowest_kcal_mol": 98.2,
  "species": ["C", "Cl", "Cl", "H", "H", "C", "Cl", "Cl", "H", "H", "C", "O", "P", "O", "O", "C", "O", "C", "H", "H", "H", "H", "H", "H", "H", "H", "H", "C", "O", "P", "O", "O", "C", "O", "C", "H", "H", "H", "H", "H", "H", "H", "H", "H", "C", "O", "P", "O", "O", "C", "O", "C", "H", "H", "H", "H", "H", "H", "H", "H", "H", "C", "O", "P", "O", "O", "C", "O", "C", "H", "H", "H", "H", "H", "H", "H", "H", "H", "C", "O", "P", "O", "O", "C", "O", "C", "H", "H", "H", "H", "H", "H", "H", "H", "H", "C", "O", "P", "O", "O", "C", "O", "C", "H", "H", "H", "H", "H", "H", "H", "H", "H", "C", "O", "P", "O", "O", "C", "O", "C", "H", "H", "H", "H", "H", "H", "H", "H", "H", "O", "C", "O", "C", "C", "C", "H", "H", "H", "H", "H", "H", "H", "H", "O", "C", "O", "C", "C", "C", "H", "H", "H", "H", "H", "H", "H", "H"],
  "positions_angstrom": [[-7.430, -3.103, 5.429], [-6.263, -3.399, 6.804], [-6.541, -3.567, 3.867], [-8.299, -3.731, 5.629], [-7.667, -2.047, 5.298], [-4.796, 9.247, 4.014], [-6.530, 9.787, 4.077], [-3.719, 10.605, 4.003], [-4.439, 8.565, 4.785], [-4.574, 8.767, 3.060], [-2.254, 0.863, 4.674], [-2.073, 0.459, 3.284], [-0.632, 0.195, 2.569], [0.338, 1.293, 2.614], [-1.125, -0.156, 1.022], [-1.384, 0.829, 0.056], [-0.274, -1.251, 3.243], [0.986, -1.779, 3.323], [-2.941, 0.227, 5.232], [-2.644, 1.877, 4.763], [-1.369, 0.971, 5.301], [-1.222, 1.793, 0.539], [-2.436, 0.810, -0.228], [-0.732, 0.869, -0.816], [1.222, -2.307, 2.399], [1.114, -2.479, 4.149], [1.807, -1.086, 3.510], [-8.270, 1.153, -5.437], [-9.580, 0.833, -5.045], [-10.314, -0.611, -5.424], [-11.768, -0.696, -5.034], [-9.839, -0.689, -7.012], [-10.049, -1.965, -7.674], [-9.469, -1.865, -4.848], [-9.340, -2.037, -3.395], [-8.184, 1.918, -6.208], [-7.633, 0.338, -5.779], [-7.752, 1.590, -4.583], [-10.813, -2.452, -7.068], [-9.074, -2.452, -7.679], [-10.509, -2.024, -8.660], [-10.260, -2.495, -3.032], [-9.247, -1.066, -2.908], [-8.501, -2.723, -3.281], [-4.910, 1.152, 16.467], [-5.118, 1.306, 15.093], [-4.737, 2.680, 14.241], [-5.347, 3.953, 14.757], [-3.131, 2.714, 14.206], [-2.321, 3.093, 15.284], [-5.156, 2.272, 12.757], [-6.561, 2.141, 12.480], [-4.282, 1.858, 17.011], [-4.477, 0.158, 16.581], [-5.884, 1.113, 16.954], [-1.725, 2.429, 15.912], [-2.936, 3.671, 15.974], [-1.681, 3.950, 15.075], [-6.983, 2.918, 13.118], [-6.951, 1.153, 12.724], [-6.720, 2.501, 11.464], [-5.649, -1.611, -12.508], [-4.292, -1.887, -12.304], [-3.748, -3.008, -11.220], [-2.319, -3.177, -11.434], [-4.162, -2.392, -9.740], [-3.874, -2.978, -8.545], [-4.627, -4.393, -11.350], [-4.515, -5.310, -12.428], [-5.771, -0.778, -13.199], [-6.150, -1.483, -11.548], [-6.073, -2.545, -12.876], [-3.084, -2.436, -8.024], [-3.483, -3.994, -8.599], [-4.789, -3.089, -7.963], [-5.473, -5.762, -12.684], [-3.812, -6.100, -12.164], [-3.991, -4.924, -13.302], [1.711, 7.851, -2.480], [0.950, 8.972, -2.217], [-0.303, 9.436, -3.227], [-1.549, 8.620, -3.262], [-0.531, 10.960, -2.855], [0.613, 11.876, -3.129], [0.405, 9.619, -4.659], [-0.401, 9.765, -5.820], [2.750, 8.164, -2.593], [1.454, 7.294, -3.381], [1.526, 7.116, -1.697], [1.294, 11.532, -3.907], [1.001, 12.306, -2.205], [0.216, 12.735, -3.670], [0.177, 10.232, -6.617], [-1.145, 10.524, -5.576], [-0.741, 8.779, -6.136], [4.424, -1.618, -5.874], [5.265, -0.534, -6.102], [4.936, 0.953, -5.522], [5.934, 2.000, -5.932], [3.402, 1.225, -6.079], [3.189, 1.640, -7.391], [4.825, 0.708, -3.910], [5.667, 1.539, -3.042], [4.998, -2.518, -6.092], [3.610, -1.619, -6.599], [4.065, -1.702, -4.849], [2.777, 0.748, -7.862], [4.122, 1.924, -7.878], [2.536, 2.495, -7.568], [6.692, 1.300, -3.325], [5.389, 1.469, -1.990], [5.598, 2.599, -3.285], [8.208, 0.852, 13.051], [8.411, 0.406, 11.730], [9.232, 1.340, 10.725], [9.603, 2.706, 11.214], [10.474, 0.419, 10.207], [11.354, -0.278, 11.114], [8.191, 1.482, 9.524], [8.541, 1.289, 8.160], [9.200, 1.159, 13.382], [7.782, 0.031, 13.628], [7.764, 1.847, 13.057], [11.641, -1.294, 10.845], [10.909, -0.383, 12.104], [12.261, 0.319, 11.025], [9.600, 1.064, 8.028], [8.115, 2.045, 7.501], [8.093, 0.360, 7.808], [-1.360, -8.314, -5.097], [-0.178, -8.114, -4.834], [0.968, -8.371, -5.652], [0.812, -9.060, -6.864], [0.658, -8.079, -8.007], [0.287, -7.516, -3.527], [-0.052, -9.696, -6.668], [1.625, -9.748, -7.096], [1.238, -7.156, -8.022], [-0.406, -7.844, -7.961], [0.715, -8.589, -8.969], [0.536, -6.456, -3.500], [1.061, -8.175, -3.134], [-0.501, -7.473, -2.776], [8.899, -4.471, 1.352], [9.870, -4.358, 0.547], [10.040, -5.116, -0.497], [9.101, -6.147, -0.770], [9.821, -7.271, -1.527], [10.998, -3.402, 0.807], [8.305, -5.754, -1.403], [8.579, -6.588, 0.079], [10.069, -7.084, -2.571], [9.195, -8.154, -1.659], [10.658, -7.618, -0.922], [10.909, -2.495, 0.209], [11.957, -3.830, 0.515], [11.175, -3.082, 1.833]],
  "forces_ev_per_angstrom": [[1.6019, -0.4869, -0.3901], [-0.9269, 0.4763, -0.7426], [-1.0651, 0.2089, 1.1534], [0.2657, 0.0647, -0.4217], [0.1269, -0.2573, 0.3999], [-0.0285, -0.3567, -0.8534], [1.1233, -0.7223, 0.1938], [0.5508, 0.9461, 0.2715], [-0.8948, 0.2286, 0.3387], [-0.7483, -0.0931, 0.0457], [0.2491, 0.6485, 0.3349], [0.9184, 0.0445, 0.4040], [-1.9074, -0.6946, -0.7294], [-0.0014, -0.5961, 0.3434], [0.9817, -1.3331, 2.3184], [-0.3214, 2.0419, 0.6254], [-1.9613, 2.4203, -0.5738], [2.6264, -1.0186, -0.3207], [0.0108, -0.4167, -0.6403], [-0.3448, 0.0187, -0.7835], [0.6228, -0.6321, -0.5633], [-0.0873, 0.3220, -0.1493], [0.0862, -0.3357, -0.1449], [0.1235, -0.8655, 0.1103], [0.0821, -0.1266, -0.0319], [-0.7817, -0.1501, 0.0326], [-0.2934, 0.6697, -0.2357], [1.7057, 0.4827, 0.0669], [-1.7139, -2.3329, -0.2623], [-0.3577, 0.6190, -0.7484], [2.9401, 0.5507, -0.9150], [-1.0910, 0.2034, 0.9459], [-0.3709, -0.4034, 1.2673], [0.1159, 1.2708, 0.3565], [-0.7759, -0.1389, -0.9928], [-0.7669, -0.0394, -0.2041], [-0.4541, -0.4498, 0.0480], [-0.1647, -0.0819, 0.2595], [0.4152, -0.7992, 0.0667], [-0.3241, -0.3517, 0.0253], [0.3536, 1.3062, -0.2349], [0.0737, -0.0880, 0.0257], [0.4490, -0.1316, 0.0241], [-0.0268, 0.3818, 0.2688], [-0.4037, -1.0323, 1.1031], [0.4911, 2.1288, -2.2450], [-0.6573, 0.5757, 1.6658], [0.8698, -2.1883, -0.6127], [-0.4068, -1.2350, -1.1715], [-0.4493, 2.9090, 1.8719], [1.3788, -0.5375, 0.8125], [0.0184, 1.5374, 0.6417], [0.0338, 0.3449, -0.5449], [0.1714, 0.0204, 0.1678], [-0.0144, 0.2041, 0.1179], [-0.4175, -1.0781, -0.8740], [-0.5045, -0.4159, 0.5399], [0.4777, -0.4106, -1.1830], [-0.8533, -0.2793, 0.0181], [0.1989, 0.0751, -0.2524], [0.0666, -0.6189, -0.0563], [-0.9731, -1.2635, 0.5383], [1.6312, -1.3408, 1.8236], [-0.7950, 0.7544, -0.0112], [0.1795, -0.3131, 0.1185], [-0.6202, 0.1488, -4.4975], [0.7079, -1.6798, 1.9729], [0.0090, 2.1360, 0.5807], [1.3751, -0.6519, -0.4755], [0.0837, -0.1500, 0.2158], [-0.0921, 0.7029, -0.0115], [-0.4865, 0.2472, -0.6335], [-0.3087, 0.3534, 0.1505], [0.0486, -0.1991, -0.4949], [0.0575, 0.4308, 0.2110], [-0.0261, 0.4108, 0.1618], [-0.2544, -0.2517, 0.5315], [-0.5373, 0.6631, -0.1699], [0.6092, -1.6969, -0.4273], [-3.0266, 2.3193, -1.6920], [0.0351, -0.8398, 0.1750], [1.8803, 0.9905, 0.3600], [1.4120, 0.5058, 0.2151], [-1.3900, 0.8499, -0.5380], [0.9726, -1.0279, 0.6196], [-0.0273, 0.5269, -0.0067], [0.0692, -0.2575, 0.3511], [-0.2573, 0.3712, -0.3811], [0.5268, 0.1528, 0.3203], [0.3732, -0.7580, 0.9291], [0.3081, -0.7640, -0.0411], [-0.7174, 0.1038, 0.2460], [0.4429, -0.2984, 0.1271], [-0.7163, -0.5316, -0.2608], [-0.4959, 0.3474, 0.0066], [-0.5274, -1.3775, -0.2697], [0.6219, 2.4938, 0.5778], [0.4453, 0.7126, -0.6656], [-1.6797, -1.9760, 0.6783], [1.6216, -0.0321, 3.0781], [0.5239, -0.5420, -1.8071], [-0.4325, 0.7042, -1.1393], [0.3169, 0.6083, -1.1997], [0.1303, 0.0302, 0.0924], [-0.3054, 0.1450, 0.2279], [-0.0936, 0.2572, -0.0125], [-0.1218, 0.3067, -0.6268], [0.1509, -0.1802, -0.0514], [-0.3011, -0.0798, 0.9057], [0.0754, -0.2623, 0.7966], [0.0222, -0.7982, -0.3064], [-0.4533, -0.0117, -0.2761], [1.5071, 1.1705, 0.3847], [0.2284, -0.1903, -1.3996], [0.4072, 1.6954, -0.0758], [-0.1765, -2.2533, -0.0286], [-1.7514, -0.1374, -0.0777], [0.3450, 0.6883, -0.0433], [0.7780, -0.5451, 0.1280], [-0.1203, -1.3919, -0.6902], [0.1599, -0.5723, 0.9088], [-0.1715, 0.5013, -0.0399], [-1.1193, -0.4416, 0.1224], [-0.6299, 0.0209, -0.8452], [0.2379, 0.5040, 0.1073], [0.1071, -0.1276, 0.9297], [0.1156, 0.8168, -0.0302], [0.4535, 0.4318, 0.4578], [-0.3712, -0.1706, 0.1914], [2.8992, -0.0563, -0.2666], [-0.6407, 0.2557, -0.9042], [-1.1597, 0.7337, 2.4059], [-0.2774, -0.3515, -0.4732], [-1.9202, -0.5467, -0.4722], [-0.3776, -0.2216, 0.7836], [-0.3443, -0.0134, -0.9082], [0.5055, 0.2214, 0.8023], [0.2335, -0.3755, 0.3773], [-0.0538, 0.7944, -0.1149], [0.4833, -0.0469, -0.0380], [0.7760, -0.1596, -0.8646], [0.3238, 0.4879, -0.0022], [-0.4513, -0.7138, -0.3275], [2.6919, 0.3317, -2.7025], [-2.8963, 0.2118, 4.5168], [0.4380, -0.4274, -0.7234], [-0.7790, -1.3233, -1.4017], [-0.2837, -0.3411, 0.1605], [1.1124, 0.3668, -0.4272], [0.0326, 0.3246, -0.0009], [0.5443, 0.5372, 0.5043], [0.5488, 0.6693, 0.2625], [-0.4880, 0.0573, 0.5040], [0.2953, 0.1443, -0.3449], [-0.2565, -0.0111, -0.1086], [-0.0996, -0.2511, -0.3174], [-0.8612, -0.2873, 0.0777]]
}